# 1
Formula: C14H25N5O6PtS
Source: the OMol25 dataset
Level of theory: wB97M-V/def2-TZVPD

```
52
Properties=species:S:1:pos:R:3:mulliken_spin:R:1
Pt -0.05 0.00 -0.45 -0.09
S 2.24 -1.25 0.52 0.00
O -0.39 0.32 -5.37 0.00
O -3.01 1.63 -1.02 0.00
O 0.04 -1.70 -2.79 0.01
O -1.69 -0.50 1.90 0.01
O -0.60 1.81 1.73 0.31
O 1.30 0.77 -2.85 0.42
N -1.31 -0.98 0.68 0.04
N -0.49 -1.56 -1.55 0.06
N 1.07 1.11 -1.64 0.37
N 0.08 1.63 0.64 0.37
N 1.09 -1.83 2.83 0.01
C 2.67 2.99 -1.71 -0.01
C -1.17 -2.57 -0.97 0.07
C -1.67 -2.22 0.32 0.06
C 1.83 0.50 4.08 0.00
C 0.65 -1.60 4.11 0.00
C 1.00 2.53 0.22 0.14
C -1.24 -3.91 -1.59 0.00
C -2.41 -3.05 1.29 0.00
C 1.06 -0.45 4.77 0.01
C 1.25 3.68 1.11 -0.01
C 2.28 0.22 2.80 0.00
C 1.56 2.24 -1.05 0.17
C 1.88 -0.94 2.15 0.02
C -1.34 0.95 -4.50 0.00
H 3.60 2.40 -1.73 0.02
H 2.41 3.25 -2.75 0.01
H -3.09 -3.73 0.76 0.00
H -0.02 -2.35 4.52 0.00
H -0.79 1.67 -3.88 0.00
H 2.06 4.30 0.73 0.00
H -2.78 2.29 -0.34 0.00
H 2.07 1.46 4.54 0.00
H -3.27 0.85 -0.50 0.00
H -1.83 0.21 -3.88 0.00
H 0.53 -0.83 -2.96 0.00
H -0.83 0.17 -6.22 0.00
H 0.82 -2.69 2.35 0.00
H 1.53 3.37 2.13 0.01
H 2.93 0.87 2.22 0.00
H -1.33 0.48 1.91 -0.01
H -2.22 -4.10 -2.04 0.01
H 2.87 3.90 -1.15 0.00
H -2.10 1.51 -5.06 0.00
H -0.47 -4.04 -2.36 0.00
H -1.08 -4.68 -0.82 0.00
H -1.73 -3.68 1.89 0.01
H 0.34 4.29 1.20 0.01
H 0.76 -0.30 5.80 0.00
H -2.99 -2.43 1.98 0.00
```

## Properties
spin multiplicity: 3
energy relative to the best compared isomer or geometry (same formula, charge and spin): 0.0 kJ/mol
<S²>: 2.0331

# 2
Formula: C14H25N7O5
Source: the OMol25 dataset
Level of theory: wB97M-V/def2-TZVPD

```
51
Properties=species:S:1:pos:R:3:lowdin_charge:R:1
O -4.41 -5.65 0.50 0.09
O -5.96 -4.49 1.46 0.03
O 3.01 -0.72 -1.71 0.05
O -2.14 -4.14 0.11 0.07
O 5.81 3.12 -2.64 0.04
N 4.39 1.78 -1.60 0.11
N 3.69 -1.12 0.36 0.04
N -4.54 -1.11 -0.59 0.17
N -2.52 -2.26 -0.86 0.21
N -2.85 -0.04 -1.50 0.17
N -4.95 -4.58 0.76 -0.33
N -6.45 -2.14 0.23 0.03
C 2.28 2.01 -0.40 -0.11
C 5.28 2.76 -1.60 -0.55
C 4.22 -0.82 1.69 -0.06
C -5.11 -2.24 -0.04 -0.23
C 3.43 -0.28 -0.64 -0.47
C 1.33 1.60 0.74 -0.42
C 0.38 0.46 0.35 -0.08
C -4.40 -3.40 0.20 -0.03
C 0.45 2.78 1.15 -0.08
C -7.17 -0.86 0.30 -0.07
C 5.65 3.46 -0.30 0.01
C -3.31 -1.17 -0.96 -0.45
C -3.00 -3.33 -0.18 -0.41
C 3.62 1.25 -0.47 -0.21
H -0.29 0.23 1.18 0.08
H 0.93 -0.45 0.11 0.06
H 6.35 4.26 -0.52 0.09
H 4.16 1.43 0.45 0.12
H 4.21 1.35 -2.50 0.15
H -0.21 0.75 -0.52 0.07
H 2.52 3.07 -0.27 0.11
H 1.08 3.60 1.51 0.08
H 3.53 -2.09 0.13 0.15
H 5.17 -0.29 1.61 0.09
H -2.20 -0.17 -2.27 0.12
H 3.51 -0.21 2.25 0.07
H -0.22 2.48 1.96 0.08
H -7.20 -0.38 -0.69 0.08
H 6.13 2.74 0.36 0.08
H -1.52 -2.14 -0.86 0.17
H -6.68 -0.18 1.00 0.08
H -0.14 3.12 0.30 0.09
H -3.62 0.61 -1.64 0.12
H -6.81 -2.92 0.78 0.11
H 1.76 1.92 -1.35 0.13
H 4.38 -1.75 2.24 0.09
H 4.76 3.87 0.16 0.07
H 1.91 1.29 1.61 0.12
H -8.20 -1.02 0.63 0.08
```

## Properties
SMILES string: CNc1nc(N)[nH]c(=O)c1[N+](=O)[O-].CNC(=O)[C@H](CC(C)C)NC(C)=O
electronic energy: -35590.82745 eV

# 3
Formula: C14H25NO4P
Source: the OMol25 dataset
Level of theory: wB97M-V/def2-TZVPD

```
45
Properties=species:S:1:pos:R:3:lowdin_charge:R:1
P -1.46 1.59 1.67 0.89
O 4.11 1.38 -1.29 0.19
O -4.16 0.50 4.09 0.11
O 0.93 -1.77 0.82 -0.21
O -2.53 1.62 3.08 -0.26
N 4.62 -0.61 -2.25 0.09
C -5.01 0.27 -0.45 -0.08
C 4.13 0.82 -2.33 -0.42
C -4.58 -1.84 0.58 -0.07
C 1.13 -0.36 1.01 -0.24
C -4.15 -1.18 1.70 -0.05
C -3.62 0.79 3.04 -0.51
C -5.00 -1.10 -0.51 -0.09
C 3.67 1.36 -3.64 0.04
C -4.58 0.93 0.68 -0.06
C -4.15 0.20 1.76 -0.20
C 0.20 -2.36 1.88 -0.10
C 0.47 0.38 -0.18 -0.23
C 6.06 -0.71 -1.83 0.04
C -0.26 1.70 0.19 -0.37
H -5.32 -1.62 -1.41 0.11
H 3.40 2.40 -3.52 0.11
H -0.07 -3.37 1.54 0.09
H -4.57 2.02 0.74 0.12
H 0.45 2.52 0.32 0.07
H -5.33 0.87 -1.29 0.11
H 0.80 -0.02 2.00 0.10
H 4.46 1.28 -4.39 0.11
H -0.87 1.96 -0.69 0.06
H 6.31 -1.77 -1.78 0.11
H 6.16 -0.26 -0.85 0.11
H 6.68 -0.21 -2.56 0.11
H -3.79 -1.76 2.54 0.13
H 4.07 -1.00 -1.47 0.19
H -2.38 2.36 0.95 0.03
H 2.79 0.80 -3.98 0.11
H 1.30 0.67 -0.86 0.07
H 2.22 -0.22 0.95 0.11
H -4.56 -2.92 0.54 0.11
H -0.51 2.24 2.50 0.05
H 0.83 -2.50 2.77 0.10
H 4.43 -1.12 -3.11 0.18
H -0.74 -1.85 2.11 0.07
H -1.44 0.19 1.68 0.04
H -0.15 -0.29 -0.76 0.11
```

## Properties
electronic energy: -33883.08885 eV
total charge: +1

# 4
Formula: C14H26AsF6Hg2O12S3
Source: the OMol25 dataset
Level of theory: wB97M-V/def2-TZVPD

```
64
Properties=species:S:1:pos:R:3:lowdin_charge:R:1
Hg 3.74 1.97 0.81 1.39
Hg 0.86 -1.03 3.43 1.37
As 1.10 -1.02 -0.55 0.82
S 5.67 0.79 -2.02 0.76
S -2.83 -1.27 3.15 0.75
S -4.81 -0.64 -2.78 0.72
F -0.29 0.07 -0.55 -0.23
F 2.19 0.36 -0.29 -0.31
F 0.04 -2.37 -0.88 -0.23
F 1.35 -0.84 -2.29 -0.24
F 2.48 -2.04 -0.50 -0.22
F 0.84 -1.25 1.17 -0.32
O 1.87 2.33 1.92 -0.08
O 4.83 1.56 -1.09 -0.46
O 3.06 -1.06 3.03 -0.13
O -3.50 -2.56 3.10 -0.28
O 6.70 1.49 -2.75 -0.28
O 0.14 3.18 3.13 0.16
O 0.27 1.03 2.70 -0.11
O -1.40 -1.23 3.42 -0.44
O 4.43 -0.11 1.63 -0.07
O 4.60 -2.34 2.00 0.15
O -5.33 -1.01 -4.07 -0.32
O -5.02 -1.43 -1.58 -0.34
C 0.79 2.16 2.54 -0.72
C -3.76 -0.10 4.20 -0.18
C -3.01 -0.14 -2.78 -0.21
C 6.32 -0.75 -1.29 -0.18
C 5.23 -1.78 -1.53 -0.23
C 4.39 0.03 -3.12 -0.14
C -4.38 0.96 3.27 -0.22
C -4.23 2.01 -2.11 -0.20
C -2.94 1.17 -2.06 -0.24
C 4.65 -1.49 -2.93 -0.19
C 4.02 -1.14 2.20 -0.74
C -5.39 1.09 -2.45 -0.21
C -3.44 1.09 2.08 -0.21
C -3.07 -0.32 1.59 -0.17
H 3.91 -2.84 2.49 0.14
H 3.46 0.25 -2.60 0.07
H 5.39 -1.87 -3.64 0.12
H 7.13 -0.86 -2.01 0.11
H -2.51 -0.98 -2.30 0.09
H -4.67 1.87 3.81 0.12
H -4.55 -0.66 4.69 0.11
H -2.04 1.77 -2.18 0.12
H -2.61 -0.14 -3.79 0.11
H 4.51 -1.63 -0.73 0.07
H -0.45 2.75 3.76 0.12
H -2.12 -0.36 1.06 0.08
H -2.74 0.81 -1.04 0.07
H -3.89 1.74 1.32 0.11
H 6.63 -0.49 -0.28 0.11
H -3.93 -0.80 1.13 0.11
H -3.04 0.35 4.88 0.10
H 5.45 -2.84 -1.51 0.14
H 4.46 0.55 -4.07 0.11
H -2.55 1.57 2.50 0.10
H 3.81 -2.17 -2.99 0.12
H -5.37 0.76 2.85 0.13
H -4.29 2.49 -1.13 0.10
H -5.83 1.51 -3.36 0.10
H -6.26 1.07 -1.79 0.10
H -4.09 2.79 -2.85 0.11
```

## Properties
energy relative to the best compared isomer or geometry (same formula, charge and spin): 0.0 kJ/mol
total charge: +1

# 5
Formula: C14H26B2FO11P
Source: the OMol25 dataset
Level of theory: wB97M-V/def2-TZVPD

```
55
Properties=species:S:1:pos:R:3:lowdin_charge:R:1
P 2.90 2.02 -0.01 0.72
F 1.53 4.14 1.29 0.14
O 2.17 -4.59 -0.21 0.09
O -6.10 -6.80 -4.10 0.16
O 2.15 0.89 -0.64 -0.48
O 0.83 -6.38 0.09 0.16
O -3.90 -7.10 -4.47 0.06
O 0.01 -4.45 -0.72 0.04
O -0.12 7.31 5.17 0.06
O -2.21 6.93 5.92 0.17
O 2.14 4.45 -2.37 0.10
O -4.62 -6.84 -2.39 0.08
O -0.89 5.23 5.24 0.08
C 2.91 -2.28 -0.42 -0.03
C 0.53 -3.11 -0.80 -0.08
C -1.18 6.53 5.49 -0.56
C 1.07 3.90 4.74 -0.02
C -4.99 -6.90 -3.69 -0.57
C 2.02 -3.36 -0.95 -0.32
C -0.63 5.55 -2.76 -0.11
C -2.55 -6.60 -1.13 -0.02
C 0.32 5.17 4.47 -0.33
C -2.73 -6.94 -3.66 -0.09
C -0.35 4.46 -1.71 -0.17
C -3.25 -7.28 -2.28 -0.32
C 0.99 -5.25 -0.24 -0.57
C 1.00 6.45 4.91 -0.09
B 1.78 3.63 0.09 -0.32
B 1.16 4.22 -1.40 -0.39
H -1.69 5.55 -3.05 0.07
H -2.41 -5.90 -3.72 0.14
H 3.42 1.75 1.28 0.00
H 1.64 6.90 4.15 0.14
H 4.04 2.41 -0.74 0.01
H -0.92 4.66 -0.80 0.10
H -1.94 -7.59 -4.01 0.14
H 0.30 -2.59 0.14 0.14
H 1.95 3.83 4.09 0.08
H -1.54 -6.99 -1.01 0.08
H -3.27 -8.36 -2.14 0.16
H 1.40 3.85 5.78 0.09
H -2.49 -5.53 -1.29 0.08
H -0.03 5.42 -3.66 0.07
H 2.64 -2.02 0.60 0.09
H -0.76 3.50 -2.09 0.12
H 0.44 3.03 4.55 0.09
H -0.42 6.54 -2.35 0.08
H -3.10 -6.78 -0.20 0.09
H 2.25 -3.58 -2.00 0.16
H 1.56 6.32 5.84 0.14
H 3.95 -2.61 -0.42 0.09
H 2.83 -1.38 -1.03 0.06
H 2.04 3.90 -3.15 0.12
H 0.07 -2.59 -1.63 0.14
H 0.04 5.23 3.41 0.15
```

## Properties
energy relative to the best compared isomer or geometry (same formula, charge and spin): 0.0 kJ/mol
SMILES string: CCB(O)B(F)[PH2]=O.C[C@@H]1COC(=O)O1.C[C@@H]1COC(=O)O1.C[C@@H]1COC(=O)O1

# 6
Formula: C14H26Cl6O9
Source: the OMol25 dataset
Level of theory: wB97M-V/def2-TZVPD

```
55
Properties=species:S:1:pos:R:3:lowdin_charge:R:1
Cl -0.23 -0.31 1.48 0.57
Cl 0.91 3.11 4.43 0.52
Cl 2.79 3.87 2.33 0.49
Cl 0.29 1.79 -0.49 0.58
Cl 3.26 1.38 3.77 0.53
Cl 2.18 -0.44 -0.14 0.53
O 2.66 -4.35 2.19 0.10
O -2.58 4.25 -1.37 0.11
O -1.05 -1.65 -2.58 0.00
O 1.87 -5.76 0.87 0.00
O -3.72 3.08 0.20 0.00
O -0.86 0.50 -3.02 -0.06
O 0.71 -3.88 1.09 0.07
O -2.75 4.95 0.76 0.03
O -0.61 -1.02 -4.71 0.13
C -0.83 -0.75 -3.56 -0.56
C 2.03 2.50 3.20 -1.56
C 0.46 0.07 -0.09 -1.49
C 1.70 -4.54 1.38 -0.65
C 3.22 -3.31 4.22 -0.10
C 0.81 -3.09 -2.66 -0.08
C -0.74 1.56 -3.95 -0.06
C -1.94 6.07 0.35 -0.20
C 1.12 -6.15 -0.27 -0.05
C -0.65 -3.01 -2.95 -0.17
C -3.84 1.87 -0.60 -0.01
C -2.97 4.10 -0.24 -0.62
C 2.33 -3.22 3.09 -0.22
C -1.63 6.98 1.53 -0.06
H -2.54 6.58 -0.39 0.12
H -1.05 5.63 -0.08 0.12
H -4.60 1.27 -0.15 0.08
H 2.48 -2.26 2.53 0.12
H 2.86 -4.13 4.87 0.09
H 1.28 -3.20 3.45 0.14
H 4.30 -3.42 3.96 0.09
H 1.81 -6.15 -1.15 0.10
H 0.81 -7.17 -0.19 0.08
H -0.83 -3.15 -4.02 0.12
H -1.04 6.47 2.25 0.06
H -0.01 -0.46 -0.89 -0.03
H -1.04 7.86 1.24 0.08
H -0.12 2.37 -3.61 0.08
H 3.19 -2.44 4.95 0.11
H -1.12 -3.66 -2.24 0.12
H -4.10 2.13 -1.65 0.10
H 1.44 -2.37 -3.17 0.08
H -2.56 7.39 1.97 0.09
H 1.01 -2.90 -1.56 0.07
H -1.76 2.02 -4.05 0.12
H -0.32 1.28 -4.90 0.08
H -2.90 1.31 -0.66 0.08
H 0.27 -5.45 -0.41 0.09
H 1.43 1.90 2.50 -0.04
H 1.20 -4.08 -2.87 0.07
```

## Properties
SMILES string: CCOC(=O)OC.CCOC(=O)OC.CCOC(=O)OC.ClC(Cl)Cl.ClC(Cl)Cl
electronic energy: -108501.28745 eV

# 7
Formula: C14H26MgO8S4
Source: the OMol25 dataset
Level of theory: wB97M-V/def2-TZVPD

```
53
Properties=species:S:1:pos:R:3:lowdin_charge:R:1
S 1.53 -3.23 -0.45 0.96
S 0.80 0.86 3.25 0.94
S -1.64 2.67 0.21 0.92
S 2.54 1.44 -1.42 0.95
Mg 0.15 -0.27 0.25 0.31
O -0.62 1.57 0.26 -0.58
O 1.10 -1.89 0.10 -0.56
O 1.78 0.50 -0.51 -0.56
O 0.76 0.12 1.94 -0.53
O -5.46 -2.87 -0.94 0.02
O -0.59 -0.64 -1.50 -0.10
O -4.61 -1.95 -3.46 0.03
O -1.59 -1.04 0.86 -0.09
C -4.37 -2.30 -1.08 -0.38
C -3.90 -1.84 -2.45 -0.38
C 3.01 -2.79 -1.42 -0.23
C 1.35 -0.28 4.51 -0.24
C 2.26 1.90 3.09 -0.22
C -2.63 -1.28 -2.58 -0.01
C -3.58 -2.06 0.07 0.01
C -2.79 2.20 1.52 -0.23
C -1.74 -1.15 -1.52 -0.37
C 1.84 3.06 -1.08 -0.24
C 4.18 1.63 -0.63 -0.21
C 0.40 -3.58 -1.84 -0.21
C -2.70 2.19 -1.18 -0.21
C -2.35 -1.40 -0.08 -0.34
H 2.54 3.75 -1.57 0.06
H 1.82 2.79 2.64 0.05
H 4.00 1.99 0.38 0.04
H 1.77 3.30 -0.02 0.06
H -0.57 -3.79 -1.38 0.06
H -3.51 2.91 -1.33 0.06
H 2.72 2.14 4.05 0.06
H 1.37 0.28 5.44 0.06
H 4.71 0.69 -0.65 0.05
H 3.48 -1.94 -0.93 0.04
H -3.82 -2.52 1.01 0.11
H 0.90 3.11 -1.61 0.05
H 0.76 -4.44 -2.41 0.06
H 2.65 -2.40 -2.38 0.06
H -3.08 1.18 -1.07 0.06
H 3.00 1.44 2.44 0.05
H 3.68 -3.62 -1.59 0.05
H 0.34 -2.68 -2.43 0.05
H 2.31 -0.70 4.20 0.07
H -3.19 1.19 1.39 0.07
H 0.67 -1.10 4.72 0.07
H -2.39 -0.89 -3.56 0.11
H -2.12 2.21 -2.11 0.06
H 4.77 2.33 -1.23 0.06
H -3.67 2.85 1.55 0.06
H -2.29 2.34 2.48 0.05
```

## Properties
energy relative to the best compared isomer or geometry (same formula, charge and spin): 59.2 kJ/mol

# 8
Formula: C14H26N2OS2V
Source: the OMol25 dataset
Level of theory: wB97M-V/def2-TZVPD

```
46
Properties=species:S:1:pos:R:3:mulliken_spin:R:1
V 0.22 -0.03 -0.17 2.14
S 2.16 1.50 0.18 -0.06
S -0.95 -1.85 -1.54 -0.05
O -1.65 0.98 0.73 -0.01
N 0.11 1.01 -2.06 -0.04
N 0.25 -0.69 1.73 -0.06
C 1.38 -1.02 2.45 0.03
C 2.34 -1.50 -1.98 -0.02
C -2.11 -0.12 1.59 0.01
C -2.68 -2.21 -1.18 0.00
C 1.33 -1.25 3.79 0.00
C 1.44 2.45 1.56 0.00
C -1.20 -0.80 -3.02 0.01
C 0.35 2.45 -1.78 -0.01
C -1.16 0.69 -2.74 0.00
C 0.09 -1.21 4.47 0.02
C 2.32 -2.13 -0.79 0.00
C -1.05 -0.90 3.71 0.00
C 1.74 2.61 -1.24 0.01
C -0.94 -0.63 2.38 0.02
H -2.37 1.37 0.24 0.01
H 0.41 2.74 1.35 0.00
H -0.42 2.79 -1.07 0.00
H -2.06 -0.82 4.13 0.00
H -2.85 0.32 2.28 0.00
H -3.24 -1.29 -0.97 0.00
H 1.92 3.62 -0.87 0.00
H 0.23 3.00 -2.71 0.00
H -2.68 -2.88 -0.31 0.00
H 0.01 -1.39 5.51 0.00
H 1.51 -2.85 -0.54 0.00
H 2.94 -1.79 0.04 0.00
H 2.26 -1.45 4.34 0.00
H -2.57 -0.93 0.98 0.00
H -0.40 -1.11 -3.71 0.00
H -1.20 1.25 -3.68 0.00
H 1.62 -1.75 -2.78 0.00
H 1.48 1.82 2.44 0.00
H 2.51 2.37 -1.99 0.00
H -3.11 -2.73 -2.05 0.00
H 2.08 3.32 1.70 0.00
H -2.00 1.02 -2.11 0.00
H -2.16 -1.08 -3.45 0.00
H 2.33 -1.05 1.85 0.00
H 0.89 0.67 -2.65 0.01
H 2.86 -0.50 -2.06 0.00
```

## Properties
spin multiplicity: 3
energy relative to the best compared isomer or geometry (same formula, charge and spin): 0.0 kJ/mol
<S²>: 2.0330
total charge: +3

# 9
Formula: C14H26N5O2PS2
Source: the OMol25 dataset
Level of theory: wB97M-V/def2-TZVPD

```
50
Properties=species:S:1:pos:R:3:lowdin_charge:R:1
S -1.89 -2.73 3.93 0.95
S -0.28 3.78 3.25 0.69
P 0.11 0.18 -1.86 0.75
O 2.36 -1.00 5.03 -0.10
O 1.14 -0.52 -0.97 -0.31
N -0.31 -2.45 3.38 -0.19
N -1.14 -0.96 -1.48 -0.31
N -1.03 1.13 -2.83 -0.27
N -2.53 -1.19 4.10 -0.26
N 0.88 -0.29 -3.33 -0.34
C -1.55 1.21 3.72 -0.03
C -0.34 2.22 -3.58 -0.13
C -2.05 1.85 -2.02 -0.13
C -0.34 1.95 3.31 -0.56
C -2.17 -1.50 -2.35 -0.13
C 2.26 -0.98 2.53 -0.12
C -1.60 -0.92 -0.09 -0.13
C 2.28 -0.71 -3.25 -0.15
C 3.18 -0.89 3.85 -0.22
C 0.91 1.20 2.90 -0.05
C -1.55 -0.28 3.73 -0.30
C 0.90 -0.26 2.92 -0.15
C 0.25 -1.04 -4.41 -0.15
C -0.31 -1.07 3.33 -0.33
H 0.65 4.12 4.21 -0.12
H 0.84 -0.95 -5.33 0.08
H 1.86 1.73 2.59 0.11
H 3.99 -1.66 3.86 0.12
H -1.76 -1.97 -3.24 0.05
H 2.76 -0.68 -4.24 0.08
H 2.38 -1.73 -2.86 0.08
H 3.61 0.16 3.83 0.12
H 2.12 -0.12 5.36 0.09
H -0.76 -0.91 0.60 0.05
H -2.92 -0.76 -2.66 0.07
H -2.63 2.53 -2.64 0.08
H -2.20 -1.79 0.17 0.08
H -0.73 -0.64 -4.66 0.07
H -1.06 2.79 -4.17 0.08
H -2.46 1.77 4.03 0.10
H 0.19 2.89 -2.91 0.08
H -2.20 -0.02 0.11 0.07
H 2.72 -0.41 1.67 0.11
H -1.59 2.42 -1.21 0.09
H 2.09 -2.04 2.20 0.11
H 0.38 1.83 -4.30 0.07
H -2.71 -2.31 -1.85 0.08
H -2.77 1.17 -1.58 0.06
H 2.86 -0.03 -2.62 0.07
H 0.17 -2.11 -4.17 0.08
```

## Properties
electronic energy: -57440.06108 eV

What did the eighth record say?
Formula: C14H26N2OS2V
Source: the OMol25 dataset
Level of theory: wB97M-V/def2-TZVPD

```
46
Properties=species:S:1:pos:R:3:mulliken_spin:R:1
V 0.22 -0.03 -0.17 2.14
S 2.16 1.50 0.18 -0.06
S -0.95 -1.85 -1.54 -0.05
O -1.65 0.98 0.73 -0.01
N 0.11 1.01 -2.06 -0.04
N 0.25 -0.69 1.73 -0.06
C 1.38 -1.02 2.45 0.03
C 2.34 -1.50 -1.98 -0.02
C -2.11 -0.12 1.59 0.01
C -2.68 -2.21 -1.18 0.00
C 1.33 -1.25 3.79 0.00
C 1.44 2.45 1.56 0.00
C -1.20 -0.80 -3.02 0.01
C 0.35 2.45 -1.78 -0.01
C -1.16 0.69 -2.74 0.00
C 0.09 -1.21 4.47 0.02
C 2.32 -2.13 -0.79 0.00
C -1.05 -0.90 3.71 0.00
C 1.74 2.61 -1.24 0.01
C -0.94 -0.63 2.38 0.02
H -2.37 1.37 0.24 0.01
H 0.41 2.74 1.35 0.00
H -0.42 2.79 -1.07 0.00
H -2.06 -0.82 4.13 0.00
H -2.85 0.32 2.28 0.00
H -3.24 -1.29 -0.97 0.00
H 1.92 3.62 -0.87 0.00
H 0.23 3.00 -2.71 0.00
H -2.68 -2.88 -0.31 0.00
H 0.01 -1.39 5.51 0.00
H 1.51 -2.85 -0.54 0.00
H 2.94 -1.79 0.04 0.00
H 2.26 -1.45 4.34 0.00
H -2.57 -0.93 0.98 0.00
H -0.40 -1.11 -3.71 0.00
H -1.20 1.25 -3.68 0.00
H 1.62 -1.75 -2.78 0.00
H 1.48 1.82 2.44 0.00
H 2.51 2.37 -1.99 0.00
H -3.11 -2.73 -2.05 0.00
H 2.08 3.32 1.70 0.00
H -2.00 1.02 -2.11 0.00
H -2.16 -1.08 -3.45 0.00
H 2.33 -1.05 1.85 0.00
H 0.89 0.67 -2.65 0.01
H 2.86 -0.50 -2.06 0.00
```

## Properties
spin multiplicity: 3
energy relative to the best compared isomer or geometry (same formula, charge and spin): 0.0 kJ/mol
<S²>: 2.0330
total charge: +3